Computed, not measured: 6 unconnected molecules or ions with the total composition C32H57Cl10F8N3O6S, with wB97M-V/def2-TZVPD.

Multiplicity = 1
Orbital gap = 0.3477 Eh
Lowest unoccupied orbital energy = 0.316 eV
Highest occupied orbital energy = -9.1 eV

Each line ends with the Mulliken charge.
Positions of all 117 atoms, in Å:
C1 -5.845 3.363 0.016  -0.723
O1 -6.464 3.746 -1.196  -0.434
C2 -5.725 3.328 -2.335  -0.358
C3 -5.926 1.837 -2.678  -0.539
C4 -4.622 1.026 -2.763  -0.211
C5 -3.945 1.048 -4.153  -1.086
C6 -2.619 1.845 -4.238  0.500
C7 -1.427 0.951 -4.592  -0.747
C8 -0.059 1.645 -4.746  -1.236
C9 0.394 2.558 -3.581  0.242
C10 1.673 2.103 -2.831  -1.610
C11 1.576 2.250 -1.300  -1.694
C12 0.831 1.228 -0.410  1.190
C13 1.126 -0.232 -0.887  0.313
F1 2.461 -0.358 -1.082  -0.321
F2 0.513 -0.384 -2.066  -0.133
C14 0.702 -1.492 -0.066  0.295
F3 1.571 -1.754 0.904  -0.155
F4 0.673 -2.541 -0.879  -0.317
F5 -0.493 -1.342 0.477  -0.225
O2 -0.602 1.360 -0.581  0.153
S1 -1.409 1.536 0.777  1.288
O3 -2.398 0.536 0.908  -0.673
O4 -1.739 2.916 0.884  -0.687
O5 -0.196 1.174 1.729  -0.327
C15 1.064 1.562 1.117  1.700
C16 2.225 0.807 1.803  -2.443
C17 1.876 0.096 3.116  -0.998
C18 2.980 -0.877 3.542  0.224
C19 2.484 -1.948 4.514  -1.312
N1 1.882 -3.057 3.767  0.259
C20 0.916 -3.861 4.415  -0.033
N2 0.108 -4.610 3.798  -0.656
N3 0.901 -3.793 5.858  -0.494
C21 1.250 3.076 1.366  -1.676
O6 1.395 3.249 2.778  -0.259
C22 0.571 4.089 3.425  0.950
F6 0.430 5.254 2.781  -0.283
F7 1.095 4.323 4.612  -0.272
F8 -0.645 3.599 3.602  -0.237
H1 -5.631 2.284 0.046  0.285
H2 -4.901 3.900 0.164  0.261
H3 -6.534 3.604 0.828  0.316
H4 -4.655 3.521 -2.156  0.345
H5 -6.046 3.979 -3.154  0.090
H6 -6.593 1.411 -1.921  0.198
H7 -6.457 1.752 -3.632  0.461
H8 -3.914 1.409 -2.019  -0.115
H9 -4.845 -0.013 -2.496  0.492
H10 -3.745 0.016 -4.461  0.394
H11 -4.648 1.453 -4.890  0.507
H12 -2.708 2.642 -4.985  -0.152
H13 -2.455 2.349 -3.281  -0.016
H14 -1.361 0.136 -3.861  0.223
H15 -1.661 0.473 -5.552  0.382
H16 -0.081 2.228 -5.673  0.516
H17 0.700 0.868 -4.890  0.437
H18 0.574 3.564 -3.976  0.420
H19 -0.417 2.668 -2.859  -0.125
H20 2.510 2.747 -3.124  0.512
H21 1.961 1.099 -3.133  0.620
H22 2.585 2.343 -0.886  0.550
H23 1.041 3.189 -1.119  0.404
H24 3.002 1.549 2.015  0.805
H25 2.678 0.094 1.112  0.779
H26 1.747 0.859 3.891  0.645
H27 0.929 -0.444 3.024  0.467
H28 3.382 -1.363 2.647  -0.083
H29 3.803 -0.325 4.010  0.336
H30 3.299 -2.279 5.169  0.447
H31 1.711 -1.529 5.165  0.503
H32 2.596 -3.638 3.339  0.150
H33 0.229 -4.493 2.792  0.310
H34 -0.029 -3.496 6.149  0.263
H35 0.959 -4.753 6.194  0.304
H36 2.191 3.407 0.923  0.446
H37 0.439 3.683 0.967  0.662
Cl1 -9.071 3.270 -3.580  -0.111
C23 -10.455 2.275 -3.067  -0.506
C24 -10.013 1.083 -2.257  -0.448
Cl2 -9.131 -0.112 -3.246  -0.182
H38 -10.998 1.969 -3.958  0.329
H39 -11.095 2.910 -2.457  0.292
H40 -10.884 0.575 -1.848  0.368
H41 -9.357 1.386 -1.444  0.265
Cl3 6.595 -0.414 1.927  -0.158
C25 7.362 -2.021 1.783  -0.439
C26 6.343 -3.124 1.694  0.186
Cl4 5.452 -3.327 3.232  -0.176
H42 8.015 -2.151 2.642  0.309
H43 7.961 -2.011 0.875  0.345
H44 6.830 -4.076 1.493  -0.349
H45 5.607 -2.924 0.919  0.256
Cl5 -1.376 4.819 -6.248  -0.096
C27 -2.281 6.292 -6.684  -0.568
C28 -3.066 6.824 -5.511  -0.554
Cl6 -4.385 5.722 -5.040  -0.107
H46 -2.936 6.037 -7.513  0.338
H47 -1.557 7.035 -7.013  0.331
H48 -3.518 7.777 -5.776  0.345
H49 -2.428 6.959 -4.641  0.295
Cl7 8.124 -6.157 0.642  -0.222
C29 7.701 -7.654 1.520  -0.435
C30 7.385 -7.404 2.971  -0.022
Cl8 8.824 -6.902 3.900  -0.187
H50 8.540 -8.336 1.410  0.370
H51 6.828 -8.075 1.025  0.286
H52 7.022 -8.330 3.413  0.362
H53 6.627 -6.635 3.094  -0.160
Cl9 3.089 -8.533 6.087  -0.193
C31 4.182 -7.153 5.812  -0.413
C32 3.691 -6.251 4.709  0.105
Cl10 3.756 -7.035 3.106  -0.178
H54 5.168 -7.552 5.587  0.263
H55 4.230 -6.588 6.741  0.354
H56 4.323 -5.366 4.657  -0.059
H57 2.659 -5.952 4.872  0.148

Computed, not measured: a molecular structure, C23H23P2Pb at a distorted geometry, with wB97M-V/def2-TZVPD.

Total charge = -1
Multiplicity = 1
Orbital gap (alpha / beta) = 0.1623 / 0.1232 Eh
Lowest unoccupied orbital energy (alpha / beta) = 2.800 / 2.709 eV
Highest occupied orbital energy (alpha / beta) = -1.6 / -0.6 eV

Each line ends with the Mulliken charge.
Positions of all 49 atoms, in Å:
C1 -3.249 -0.154 -3.458  -0.711
C2 -2.254 -0.986 -4.144  -0.493
C3 -1.120 -0.202 -4.366  -0.632
C4 -1.391 1.142 -3.831  -0.567
C5 -2.734 1.170 -3.365  -0.392
Pb1 -1.313 -0.499 -1.625  0.530
P1 -2.732 -1.993 0.226  -0.090
H1 -4.287 -0.437 -3.333  0.480
H2 -2.421 -2.034 -4.393  0.399
H3 -0.162 -0.525 -4.773  0.416
H4 -3.298 2.055 -3.009  0.397
H5 -0.756 2.002 -3.981  0.438
H6 -1.789 -2.791 0.921  0.075
H7 -3.673 -2.888 -0.318  0.071
H8 -3.346 -1.222 1.233  0.062
C6 0.066 -1.617 4.733  -0.243
C7 -0.949 -0.764 4.276  -0.713
C8 -0.875 -0.286 2.967  -0.474
C9 0.227 -0.637 2.152  0.419
C10 1.172 -1.571 2.611  -0.381
C11 1.129 -2.041 3.921  -0.623
P2 0.379 0.043 0.496  0.345
C12 0.226 1.832 0.599  0.504
C13 -0.858 2.599 0.106  -0.216
C14 -0.918 3.949 0.441  -0.550
C15 0.058 4.503 1.269  -0.534
C16 1.103 3.745 1.801  -0.646
C17 1.173 2.402 1.468  -0.584
C18 1.709 -0.811 -0.390  -0.172
C19 2.773 -0.018 -0.859  -0.615
C20 3.840 -0.637 -1.483  -0.529
C21 3.775 -1.998 -1.752  -0.320
C22 2.647 -2.756 -1.458  -0.685
C23 1.571 -2.159 -0.813  0.352
H9 0.036 -1.966 5.774  0.298
H10 -1.773 -0.445 4.943  0.339
H11 -1.625 0.390 2.550  0.554
H12 1.979 -1.838 1.925  0.309
H13 1.939 -2.691 4.303  0.343
H14 -1.671 2.121 -0.464  0.031
H15 -1.745 4.578 0.067  0.333
H16 0.007 5.568 1.518  0.290
H17 1.857 4.152 2.482  0.350
H18 1.914 1.745 1.931  0.283
H19 2.729 1.061 -0.672  0.347
H20 4.739 -0.045 -1.710  0.344
H21 4.636 -2.498 -2.207  0.322
H22 2.611 -3.830 -1.694  0.343
H23 0.640 -2.715 -0.616  0.202

Computed, not measured: a gas-phase ion, C3H4NO3 (charge -1) at a distorted geometry, with wB97M-V/def2-TZVPD.

Total charge = -1
Multiplicity = 1
Orbital gap = 0.2361 Eh
Lowest unoccupied orbital energy = 4.115 eV
ΔE to the lowest compared entry with this formula, charge and spin = 645.9 kJ/mol
Highest occupied orbital energy = -2.3 eV

Each line ends with the Mulliken charge.
Positions of all 11 atoms, in Å:
C1 -0.485 1.221 -0.170  -0.685
C2 -0.793 0.056 0.751  0.389
C3 0.833 0.808 -0.777  -0.011
N1 0.021 -1.039 0.385  0.088
O1 -0.628 -2.227 0.038  -0.447
O2 1.031 -0.614 -0.579  -0.321
O3 -1.537 -0.155 1.753  -0.735
H1 -0.677 2.290 0.152  0.169
H2 0.989 1.072 -1.924  0.122
H3 1.770 1.444 -0.430  0.087
H4 -0.526 -2.856 0.800  0.344

Which value of multiplicity does entry 1 give?
1